[1]
{"formula": "C35H57PS3Ti", "method": "ωB97M-V/def2-TZVPD", "multiplicity": 1, "lumo_energy_ev": -14.276, "gap_ev": 5.94, "total_charge": 4, "max_force_ev_per_a": 0.6, "symbols": ["Ti", "S", "S", "S", "P", "C", "C", "C", "C", "C", "C", "C", "C", "C", "C", "C", "C", "C", "C", "C", "C", "C", "C", "C", "C", "C", "C", "C", "C", "C", "C", "C", "C", "C", "C", "C", "C", "C", "C", "C", "H", "H", "H", "H", "H", "H", "H", "H", "H", "H", "H", "H", "H", "H", "H", "H", "H", "H", "H", "H", "H", "H", "H", "H", "H", "H", "H", "H", "H", "H", "H", "H", "H", "H", "H", "H", "H", "H", "H", "H", "H", "H", "H", "H", "H", "H", "H", "H", "H", "H", "H", "H", "H", "H", "H", "H", "H"], "coordinates": [[-0.35509, 0.48874, 0.78569], [-1.94548, -1.40658, 1.20110], [-2.21992, 1.86446, 1.68934], [-0.03227, 0.03243, 3.29178], [2.20816, 0.55177, 0.90379], [-4.41632, -3.06464, -1.20445], [-0.35593, 0.12221, -1.41703], [3.30168, -0.88807, 1.42657], [2.75889, 2.16503, 3.24484], [-0.31715, -1.74475, 3.53253], [2.28957, 1.65988, -3.58474], [3.53383, -0.88000, 2.94225], [4.65900, -0.78302, 0.71625], [3.42802, 1.71611, -2.79464], [-1.83354, 2.38747, -1.72324], [-1.39756, 0.85813, 4.20178], [0.82590, -2.12292, -1.97573], [2.54169, 2.21980, 1.72627], [-1.59719, 0.87955, -1.51861], [-4.14269, -1.91611, -2.18371], [0.77446, -3.52496, -1.35737], [-1.27762, -2.43630, 2.54545], [-1.63349, -1.92685, -1.92406], [3.70067, 3.01670, 1.11684], [-3.67025, 0.76668, 1.60652], [1.23669, 2.94661, 1.39739], [2.15552, 0.86460, -0.89746], [3.34942, 1.33066, -1.46901], [-0.41130, -1.30381, -1.69632], [-4.14273, -2.42358, -3.63494], [-1.88351, 2.09509, 3.46814], [2.60731, -2.18446, 1.01471], [-2.09488, 2.65906, -3.22104], [-3.42053, -0.67021, 2.01883], [0.97470, -2.24641, -3.50809], [0.99123, 0.79154, -1.70943], [-2.77776, 0.14516, -1.63270], [1.10320, 1.19907, -3.04227], [-0.84271, 3.40816, -1.18106], [-2.83696, -1.23905, -1.88149], [-2.18584, 0.13721, 4.39241], [-0.98063, 1.15124, 5.16751], [0.24074, 1.09337, -3.68518], [0.07148, -4.16948, -1.88286], [-3.70808, 0.70115, -1.70780], [4.05825, -1.80357, 3.19214], [-3.99893, 0.84273, 0.57000], [-4.47938, -2.71559, -0.17069], [1.07147, -1.27822, -3.99605], [1.86770, -2.82891, -3.73154], [-0.63978, -1.87324, 4.56726], [3.52987, 3.29510, 0.08031], [2.32991, 1.94634, -4.62730], [-3.30191, -0.78366, 3.09090], [3.78340, 1.89615, 3.48679], [4.24458, 1.38186, -0.86831], [4.57324, -0.87402, -0.36517], [-2.53203, 3.65199, -3.31996], [3.11902, -3.02512, 1.48618], [4.17308, -0.06251, 3.25903], [1.55728, -2.21957, 1.33159], [0.11979, -2.76755, -3.93891], [-5.36906, -3.53101, -1.44858], [0.67827, -2.18170, 3.46281], [1.14602, 3.14502, 0.33312], [5.27778, -1.61142, 1.06749], [-4.44743, 1.21675, 2.22908], [2.61625, -0.85594, 3.53067], [-1.21553, 4.40157, -1.43092], [-2.78733, 2.58448, -1.22085], [2.65255, -2.34377, -0.05593], [1.15088, 3.89820, 1.92944], [-3.40862, -3.21770, -3.78112], [4.37137, 2.04850, -3.20682], [-1.17710, 2.65558, -3.80342], [-4.26626, -1.29077, 1.71391], [4.65073, 2.49047, 1.20455], [-0.77794, 3.37953, -0.09153], [2.60742, 3.17426, 3.63190], [-0.77934, -3.27205, 2.05165], [-1.15079, 2.90348, 3.50359], [-3.93706, -1.62248, -4.34411], [0.33666, 2.37665, 1.76014], [1.69773, -1.57991, -1.61332], [3.79906, 3.93962, 1.69236], [-2.79954, 2.48283, 3.92029], [5.18895, 0.13589, 0.96863], [-2.79063, 1.94374, -3.65680], [-2.15203, -2.84769, 3.05204], [-4.93832, -1.17297, -2.08268], [-1.63860, -2.97432, -2.19086], [0.14800, 3.31987, -1.62439], [-3.64825, -3.83726, -1.26608], [-5.12179, -2.83857, -3.86974], [2.09177, 1.49451, 3.77789], [1.74737, -4.00707, -1.44513], [0.49646, -3.50927, -0.30033]], "atomic_forces_ev_per_a": [[-0.025, 0.555, -0.027], [-0.056, -0.052, 0.114], [-0.116, -0.008, 0.197], [-0.109, -0.124, 0.091], [-0.033, -0.036, -0.134], [0.003, 0.016, -0.016], [0.191, -0.159, -0.115], [0.023, -0.012, 0.021], [0.043, -0.039, -0.016], [-0.005, 0.034, -0.003], [0.008, 0.008, 0.015], [-0.011, 0.026, -0.007], [-0.044, 0.088, -0.028], [-0.012, -0.011, -0.001], [0.032, 0.109, 0.011], [0.043, 0.023, -0.024], [0.008, -0.045, 0.019], [-0.102, 0.033, 0.002], [-0.023, -0.162, 0.201], [-0.037, -0.014, 0.038], [-0.021, 0.042, -0.004], [0.031, 0.028, -0.052], [-0.065, 0.097, 0.055], [0.003, -0.038, 0.002], [0.045, -0.008, 0.002], [0.042, -0.092, -0.041], [-0.013, 0.008, 0.094], [0.022, -0.021, 0.017], [0.123, -0.058, -0.168], [0.005, -0.016, -0.028], [0.007, -0.015, -0.037], [-0.028, 0.029, -0.003], [-0.013, -0.013, 0.038], [0.016, 0.027, -0.074], [-0.007, 0.032, 0.006], [0.090, -0.057, -0.051], [0.023, -0.017, -0.022], [-0.095, 0.019, 0.042], [-0.051, -0.068, -0.050], [0.047, -0.047, -0.007], [-0.004, -0.013, -0.008], [0.004, -0.009, -0.005], [-0.034, 0.023, -0.029], [-0.027, -0.012, -0.003], [-0.009, 0.013, 0.000], [-0.007, -0.017, -0.016], [0.003, 0.004, 0.045], [-0.003, -0.010, 0.019], [-0.003, -0.005, -0.010], [0.017, -0.007, 0.000], [0.004, 0.042, -0.003], [0.005, 0.016, -0.011], [0.002, 0.004, -0.022], [0.006, -0.015, 0.003], [-0.011, 0.006, 0.013], [0.021, -0.010, 0.006], [0.005, -0.003, -0.019], [-0.012, 0.013, 0.006], [0.007, 0.000, 0.017], [-0.002, -0.010, 0.012], [-0.016, -0.021, 0.010], [-0.013, -0.013, -0.014], [-0.012, -0.003, 0.000], [-0.006, -0.038, 0.014], [-0.009, 0.000, 0.027], [-0.012, -0.024, 0.013], [0.006, 0.006, -0.006], [-0.018, 0.018, 0.015], [0.004, 0.024, 0.031], [0.010, -0.018, 0.021], [-0.024, 0.007, -0.063], [0.007, 0.016, 0.005], [0.017, 0.005, 0.013], [0.012, 0.005, -0.004], [0.053, -0.014, -0.014], [0.015, 0.000, -0.002], [0.023, 0.003, 0.002], [0.009, 0.053, -0.073], [-0.011, 0.020, -0.011], [-0.014, 0.029, 0.000], [-0.013, -0.004, -0.006], [-0.006, 0.007, -0.021], [0.011, -0.014, 0.012], [-0.002, -0.045, 0.021], [-0.005, 0.017, 0.007], [0.000, -0.001, -0.019], [0.025, 0.007, -0.005], [-0.005, -0.015, -0.013], [0.008, -0.024, -0.022], [0.010, 0.001, -0.003], [0.006, -0.037, -0.012], [0.022, -0.004, 0.029], [0.007, -0.012, -0.002], [-0.006, 0.016, 0.006], [0.006, -0.001, 0.027], [0.018, 0.011, 0.003], [0.001, -0.026, -0.014]]}

[2]
{"formula": "C35H58N3O24P3", "method": "ωB97M-V/def2-TZVPD", "multiplicity": 1, "lumo_energy_ev": -0.795, "de_lowest_kcal_mol": 3.8, "smiles": "O=[N+]([O-])c1ccccc1.O=[N+]([O-])c1ccccc1.O=[N+]([O-])c1ccccc1.COP(=O)(OC)OC.COP(=O)(OC)OC.COP(=O)(OC)OC.CCOC(=O)OC.CCOC(=O)OC", "gap_ev": 9.11, "max_force_ev_per_a": 2.5, "symbols": ["P", "P", "P", "O", "O", "O", "O", "O", "O", "O", "O", "O", "O", "O", "O", "O", "O", "O", "O", "O", "O", "O", "O", "O", "O", "O", "O", "N", "N", "N", "C", "C", "C", "C", "C", "C", "C", "C", "C", "C", "C", "C", "C", "C", "C", "C", "C", "C", "C", "C", "C", "C", "C", "C", "C", "C", "C", "C", "C", "C", "C", "C", "C", "C", "C", "H", "H", "H", "H", "H", "H", "H", "H", "H", "H", "H", "H", "H", "H", "H", "H", "H", "H", "H", "H", "H", "H", "H", "H", "H", "H", "H", "H", "H", "H", "H", "H", "H", "H", "H", "H", "H", "H", "H", "H", "H", "H", "H", "H", "H", "H", "H", "H", "H", "H", "H", "H", "H", "H", "H", "H", "H", "H"], "coordinates": [[-2.06748, -0.93383, 4.57098], [-6.36927, -2.43619, -1.02789], [4.95244, 4.49085, 2.68258], [-3.44992, 1.63613, -1.66796], [4.31064, -1.32745, 0.27266], [-1.65434, 0.27646, 3.59360], [-5.78326, -1.33956, -0.00729], [-7.22041, -3.41636, -0.32786], [-1.10911, -2.09299, 4.08716], [-2.04434, -0.55035, 5.98806], [-3.42766, -1.50897, 3.93424], [5.94528, -2.78454, 0.76559], [-2.45727, -1.23854, -4.77257], [-7.07837, -1.55314, -2.14090], [6.54175, 4.51174, 2.75295], [-2.40423, -1.06919, -2.65565], [-5.06735, -3.01876, -1.75915], [0.10113, -3.27524, -1.77811], [0.95186, 0.92847, 1.51317], [0.46498, -0.45732, -0.17589], [4.10056, -3.53416, -0.07212], [4.44902, 5.83148, 3.42844], [-0.29064, -5.16293, -0.84736], [4.41503, 4.32904, 1.31883], [2.30004, 0.65818, -0.24898], [4.59483, 3.27779, 3.66041], [-3.01886, 1.32408, 0.40377], [-2.82352, 1.87492, -0.66115], [-0.41126, -4.37750, -1.77256], [-1.99957, -0.74857, -3.76031], [4.55591, 6.03583, 4.82934], [-2.79653, -6.34258, -3.91959], [-1.10277, 1.48891, 4.11776], [1.21426, 0.44717, 0.43131], [-1.20064, -4.04064, -4.07042], [-1.76778, 2.87395, -0.70119], [-0.26634, 0.60543, -2.73406], [-0.62086, 0.80001, -5.09254], [-0.62666, 4.62563, -1.84400], [1.06448, 2.13570, -3.99949], [0.40082, 1.72853, -5.16498], [-1.24406, -4.78729, -2.88833], [3.33039, 2.59336, 3.67702], [-1.65576, 3.70750, -1.83686], [0.74159, 1.55467, -2.80642], [4.75749, -2.44062, 0.27720], [-2.04830, -5.92525, -2.83670], [-8.25942, -0.84995, -1.74137], [-0.98134, 0.25454, -3.85291], [6.81320, -1.70040, 1.10814], [2.69046, -3.42999, -0.21157], [-1.94913, -4.43661, -5.16284], [3.97715, 2.12884, -1.04771], [-0.76789, -0.85336, 0.38288], [0.13329, 4.00322, 0.32667], [-4.89414, -0.33968, -0.55702], [-2.75178, -5.56234, -5.06878], [3.21699, 1.68196, 0.18720], [-4.24998, -0.70476, 3.11103], [0.28785, -2.07953, 4.31908], [-4.06832, -3.62362, -0.98199], [0.17707, 4.88422, -0.72760], [1.92928, -3.66304, 1.09391], [-0.86664, 3.03763, 0.32358], [7.33253, 5.09400, 1.70674], [-2.32374, 3.78643, -2.68169], [4.54163, 5.13236, 5.44491], [2.30274, -2.49825, -0.62430], [2.36222, -4.19574, -0.91121], [-0.60061, 1.28802, 5.06430], [3.73690, 6.67290, 5.14969], [7.09227, -1.21281, 0.17617], [-2.01479, -3.81401, -6.04316], [5.53451, 6.47709, 5.03400], [0.48511, -2.16775, 5.38672], [2.38587, -3.11687, 1.92420], [-3.33004, -5.83694, -5.94317], [-3.90368, -0.49298, -0.12621], [-0.39917, 1.91019, 3.40622], [0.76174, -1.21443, 3.84670], [-4.80593, -0.48552, -1.63283], [6.80481, 5.12870, 0.75225], [1.22128, 1.84114, -1.88208], [8.19938, 4.44459, 1.63409], [-3.38361, -7.24669, -3.86740], [-0.59361, -3.14971, -4.14374], [-0.62684, 0.23103, -1.78447], [-5.24538, 0.65419, -0.29187], [-9.05656, -1.02067, -2.46141], [4.83999, 2.71858, -0.74282], [-2.01680, -6.50031, -1.91950], [3.31032, 2.59312, -1.76912], [-1.07022, 2.44352, 1.21134], [-1.39025, -1.27986, -0.40261], [1.91419, 2.80133, -4.08670], [0.90597, 4.00746, 1.08354], [-0.64020, 5.38079, -2.62246], [3.89758, 1.25472, 0.91844], [-5.28680, -0.76809, 3.45173], [-8.01589, 0.21436, -1.79054], [-1.24054, 0.70742, -5.97394], [0.60063, 2.14935, -6.14026], [0.89362, 5.69494, -0.73118], [0.87858, -3.39833, 1.05275], [7.54243, 6.12884, 1.97637], [-3.98440, 0.34908, 3.04215], [-1.29774, -0.03191, 0.86070], [4.41977, 1.25864, -1.54299], [-4.35881, -1.03918, 2.07542], [6.35375, -1.02063, 1.82277], [2.85006, 2.62704, 4.65209], [2.72009, 3.03154, 2.88966], [3.53035, 1.54950, 3.44203], [-4.33279, -3.59792, 0.08526], [-0.64098, -1.65951, 1.10925], [-1.90137, 2.20069, 4.32826], [2.01405, -4.72751, 1.32581], [-3.12337, -3.07695, -1.01589], [-3.91756, -4.69016, -1.14349], [7.68550, -2.13167, 1.59169], [0.75260, -2.92817, 3.81573], [2.58156, 2.50479, 0.50715], [-8.57293, -1.09475, -0.72849]], "atomic_forces_ev_per_a": [[-0.287, 0.369, -0.874], [0.071, -0.266, 1.321], [-0.463, -0.419, 0.001], [0.128, 0.345, -0.533], [0.059, 0.639, -0.222], [-0.073, -0.179, 0.089], [-0.296, -0.361, -0.221], [0.559, 0.651, -0.512], [-0.270, -0.512, -0.082], [-0.033, -0.391, -0.417], [1.164, 0.599, 0.381], [0.369, -0.392, -0.037], [0.323, 0.224, -0.624], [0.450, -0.800, -0.317], [-0.849, -0.224, 0.449], [0.358, 0.133, 0.288], [-1.074, 0.490, -0.929], [-0.090, 0.134, -0.405], [-0.103, 0.339, 0.117], [0.535, -0.327, -0.877], [0.183, -0.414, -0.116], [-0.129, -1.134, -0.821], [-0.033, -0.104, -0.094], [0.022, 0.561, 0.614], [0.392, -0.295, -1.131], [0.859, 0.722, 0.360], [0.328, 0.484, 0.546], [0.129, 0.096, 0.602], [-0.188, -0.233, 0.831], [-1.471, -0.675, 0.434], [0.775, -0.046, 0.629], [0.341, 0.654, -0.140], [-0.181, 0.016, 0.593], [-0.208, -0.441, 1.830], [0.265, 0.182, 0.409], [0.477, 1.550, -1.878], [-1.011, 0.157, 0.563], [-0.725, 0.528, -0.010], [-0.662, 1.688, 0.521], [0.641, -0.414, -1.262], [-0.278, -0.009, 0.439], [-0.517, 0.076, -1.920], [0.202, 0.004, -0.810], [0.397, -0.146, 0.447], [-0.327, -0.139, 0.757], [-0.494, 0.031, 0.954], [0.719, -0.251, 1.097], [0.087, 0.795, -0.115], [1.561, 0.681, -1.054], [0.013, -0.136, -0.125], [-2.056, 0.275, -0.149], [-0.503, -0.002, 0.466], [0.524, -1.053, 0.094], [-0.791, -0.477, 0.836], [-0.082, -0.315, -0.253], [0.030, -0.937, -0.116], [-0.140, -0.297, -0.533], [-0.346, 0.321, -0.913], [-1.679, 0.540, -0.761], [0.551, -0.064, -0.056], [0.459, -0.202, 2.224], [0.498, -0.712, -0.750], [1.071, -0.613, 0.435], [-0.749, -0.848, 1.398], [-0.387, 0.114, -0.076], [-0.262, -0.773, 0.140], [-0.278, -0.264, -0.462], [0.879, 0.277, -0.146], [0.464, -0.115, -0.066], [0.077, 0.040, -0.041], [0.097, 0.167, -0.130], [0.115, 0.363, 0.221], [0.267, -0.027, -0.045], [-0.211, 0.355, 0.045], [0.147, 0.285, -0.011], [0.019, 0.133, -0.098], [-0.086, -0.094, 0.101], [-0.369, -0.094, -0.051], [-0.017, -0.226, -0.206], [-0.164, 0.293, 0.350], [-0.091, 0.361, 0.017], [-0.123, -0.307, 0.092], [0.096, 0.038, -0.165], [0.234, 0.381, -0.084], [-0.077, 0.032, 0.027], [0.075, -0.037, 0.174], [0.412, -0.052, -0.351], [-0.173, -0.202, -0.057], [0.049, -0.347, 0.064], [-0.383, 0.544, -0.102], [-0.134, -0.035, -0.024], [0.194, 0.440, 0.050], [0.493, -0.150, -0.186], [0.230, 0.240, -0.305], [-0.169, 0.256, 0.141], [-0.348, 0.202, 0.351], [0.231, -0.273, -0.247], [-0.254, 0.175, 0.307], [0.192, 0.022, 0.472], [-0.038, -0.034, 0.136], [0.053, -0.707, 0.033], [0.241, 0.171, 0.103], [0.016, -0.014, -0.105], [-0.032, 0.034, -0.363], [0.433, -0.143, 0.082], [0.325, -0.085, 0.372], [0.206, -0.004, 0.041], [-0.208, -0.122, 0.048], [0.764, -0.522, 0.135], [-0.209, 0.117, -0.241], [0.165, 0.404, 0.065], [-0.375, -0.244, 0.151], [-0.071, 0.028, -0.094], [-0.154, 0.131, -0.086], [0.260, 0.191, 0.156], [-0.054, 0.023, -0.120], [-0.203, 0.058, 0.247], [-0.079, 0.007, -0.633], [-0.182, 0.130, -0.800], [-0.008, -0.201, -0.190], [-0.442, -0.221, 0.057], [0.469, 0.011, 0.705], [-0.054, -0.184, -0.068]]}

- What is the formula in the second record?
  C35H58N3O24P3